C10H9ClN4O9S3W | ωB97M-V with the def2-TZVPD basis set

```
! wB97M-V def2-TZVPD RIJCOSX def2/J DEFGRID3
* xyz 2 1
W -0.49332 -0.55700 0.62099
Cl -1.34684 0.89152 -1.62906
S -1.13084 -3.16512 -0.25888
S -0.47981 0.30520 2.98340
S 0.26514 1.67014 1.73574
O 0.33956 -0.91481 2.38867
O -1.74453 -0.08422 2.18818
O -0.56741 0.42126 4.37238
O -0.42547 1.94208 -1.74596
O -1.84517 0.83050 -0.18008
O -0.59293 -0.42736 -1.55967
O -2.39470 0.85887 -2.53275
O -1.18364 -3.33407 -1.66153
O -1.91045 -1.95099 0.36492
N 1.52507 -0.64861 -0.10884
N 0.27995 -2.36439 0.19919
N 2.21980 -2.60411 -1.25673
N -2.33475 -7.86775 2.82524
C 3.44602 -0.53582 -1.42310
C -1.46767 -5.75796 0.01364
C -2.05497 -5.49853 2.75327
C 3.24834 -1.88512 -1.72842
C -1.77733 -4.37861 2.03992
C 1.42902 -1.94635 -0.47079
C 2.53542 0.08669 -0.60165
C -1.48538 -4.49319 0.65639
C -2.05073 -6.77766 2.12321
C -1.74682 -6.87315 0.73715
H 2.59440 1.12787 -0.31378
H 4.28745 0.00770 -1.82664
H -1.80594 -3.41111 2.52318
H 3.92988 -2.40749 -2.38861
H -2.34876 -8.77857 2.39574
H -1.74992 -7.84260 0.25724
H -2.29781 -5.42630 3.80499
H -2.56166 -7.81815 3.80499
H -1.24899 -5.82868 -1.04324
*
```

## Properties
electronic energy	-81732.13405	eV
energy above the lowest of the compared OMol25 structures with the same formula, charge and spin	0.0	kJ/mol
orbital gap	4.82	eV
maximum force	0.81	eV/Å

Mulliken population analysis, charges in e, atoms 1 to 8: W 1.734; Cl 1.782; S 1.112; S 0.941; S -0.060; O -0.447; O -0.477; O -0.454

***

C4H12N4O | ωB97M-V with the def2-TZVPD basis set

```
! wB97M-V def2-TZVPD RIJCOSX def2/J DEFGRID3
* xyz 0 1
O -2.39418 2.18366 -0.70301
N -0.96254 2.32383 1.04215
N -1.38663 0.28779 -0.01537
N -0.64109 -1.67391 1.12113
N 0.60949 -0.81121 -0.67634
C -0.23439 -0.46150 0.45407
C 1.07420 0.35899 -1.39879
C 1.73414 -1.63637 -0.27325
C -1.62602 1.63778 0.05910
H -1.28887 3.26509 1.18718
H -1.83636 -0.13599 -0.81733
H -1.08315 -2.29308 0.44996
H 2.45397 -1.08060 0.34534
H 1.36846 -2.48637 0.29462
H -1.31445 -1.46115 1.84768
H 0.22939 0.94691 -1.75016
H 1.71773 1.00317 -0.78025
H 2.23992 -1.99024 -1.16964
H -0.61306 1.84306 1.85218
H 1.64316 0.02188 -2.26290
H 0.31032 0.15826 1.19363
*
```

## Properties
electronic energy	-12351.28036	eV
energy above the lowest of the compared OMol25 structures with the same formula, charge and spin	2.6	kJ/mol
orbital gap	10.00	eV
SMILES string	CN(C)[C@H](N)NC(N)=O
maximum force	0.47	eV/Å

Mulliken population analysis, charges in e, atoms 1 to 8: O -0.649; N -0.355; N -0.207; N -0.711; N -0.138; C -0.082; C -0.997; C -1.047

***

C4H7NO2 | ωB97M-V with the def2-TZVPD basis set

```
! wB97M-V def2-TZVPD RIJCOSX def2/J DEFGRID3
* xyz 0 1
O 1.64689 0.81507 0.51237
O -1.08838 -0.51448 1.52407
N 1.06223 -1.21454 -0.39804
C -1.37830 0.23383 0.42227
C 1.94923 -0.28410 0.08894
C 0.03781 -1.02112 -1.12437
C -0.85443 1.42412 0.13268
H -2.13903 -0.23018 -0.20082
H -0.16230 -0.35225 1.76263
H -0.94988 1.85294 -0.85973
H -0.74964 -1.77694 -1.08933
H -0.09903 -0.22097 -1.85681
H -0.23786 1.95956 0.83930
H 2.96268 -0.67092 0.24683
*
```

## Properties
electronic energy	-9843.84770	eV
energy above the lowest of the compared OMol25 structures with the same formula, charge and spin	331.1	kJ/mol
orbital gap	8.93	eV
SMILES string	C=NC=O.C=CO
maximum force	0.78	eV/Å

Mulliken population analysis, charges in e, atoms 1 to 8: O -0.457; O -0.473; N -0.357; C -0.341; C -0.023; C -0.300; C -0.593; H 0.460

***

C4H6O2 | ωB97M-V with the def2-TZVPD basis set

```
! wB97M-V def2-TZVPD RIJCOSX def2/J DEFGRID3
* xyz 0 1
O -0.21362 0.50546 2.50493
O -1.03260 0.06436 1.51891
C -1.35536 -0.67120 -0.69616
C 0.96607 0.00168 0.31431
C 1.58691 0.84611 -0.50328
C -0.48916 -0.14756 0.39891
H -1.08211 -0.21588 -1.65275
H -2.41236 -0.49432 -0.48292
H -1.19579 -1.75326 -0.79759
H 1.51405 -0.59503 1.04207
H 1.04455 1.53371 -1.14743
H 2.66942 0.92594 -0.49900
*
```

## Properties
electronic energy	-8335.22100	eV
energy above the lowest of the compared OMol25 structures with the same formula, charge and spin	505.6	kJ/mol
orbital gap (alpha / beta)	8.87 / 8.87	eV
maximum force	0.85	eV/Å

Mulliken population analysis, charges in e, atoms 1 to 8: O -0.597; O 0.003; C -0.989; C -0.098; C -0.657; C 0.597; H 0.334; H 0.320

***

C5H13NO | ωB97M-V with the def2-TZVPD basis set

```
! wB97M-V def2-TZVPD RIJCOSX def2/J DEFGRID3
* xyz 0 1
O -2.27092 0.00654 -0.90917
N 2.52894 0.36802 -0.41858
C 0.67980 -1.18899 -1.08453
C 0.56703 0.23473 0.99746
C -1.97777 -0.23066 0.47790
C -0.90884 0.60941 1.15345
C 1.05444 0.16583 -0.43896
H 2.86777 0.19564 -1.36149
H -1.09345 1.61688 0.75198
H -0.31522 -1.24049 -1.49231
H 0.60194 0.91776 -1.08160
H -2.57891 0.89879 -1.11543
H -1.14338 0.86325 2.21119
H 2.69733 1.34850 -0.22855
H 1.39105 -1.49331 -1.86838
H 1.13279 0.89003 1.65615
H -2.93226 -0.01158 0.98629
H 0.76340 -0.73031 1.47709
H -1.87712 -1.31733 0.54034
H 0.81338 -1.90271 -0.25284
*
```

## Properties
electronic energy	-8932.78811	eV
energy above the lowest of the compared OMol25 structures with the same formula, charge and spin	118.0	kJ/mol
orbital gap	10.25	eV
SMILES string	C[C@H](N)CCCO
maximum force	1.98	eV/Å

Mulliken population analysis, charges in e, atoms 1 to 8: O -0.517; N -0.735; C -1.320; C -0.929; C -0.646; C -0.436; C 0.605; H 0.266

***

C35H31IrN14O3S | ωB97M-V with the def2-TZVPD basis set

```
! wB97M-V def2-TZVPD RIJCOSX def2/J DEFGRID3
* xyz 2 1
Ir -0.95928 0.01996 1.15593
S -2.35718 0.63748 -1.78752
O -1.12035 1.38584 -1.78932
O -2.42023 -0.62627 -2.46559
O 4.73197 -1.02531 -1.04798
N -6.84862 4.01562 -3.41840
N -2.26670 0.84054 4.12681
N -0.28568 -1.53665 -0.04277
N 0.25187 -2.64785 -1.81357
N 0.58982 -0.26975 2.53181
N -1.58225 1.75395 2.09664
N 6.69955 -0.08901 -1.32316
N 6.14346 -0.31760 -2.57458
N -2.52744 0.34093 -0.14289
N 2.04620 0.14134 4.16895
N 2.39510 -0.97568 3.49736
N -2.58467 -1.07105 1.46615
N -0.04590 -3.58190 -0.88697
N -4.40673 -1.19262 -0.04574
C 4.99980 -0.86558 -2.37082
C -4.84407 1.04213 -2.74117
C -1.39677 2.84230 1.29948
C 3.65840 -1.66527 3.81612
C 4.85361 -1.09339 1.70589
C -4.62081 3.81526 -2.55333
C -5.89631 1.83373 -3.13043
C 6.87901 0.20713 3.06662
C -2.09885 1.92183 3.32734
C -3.67755 1.63464 -2.25230
C -3.56925 3.02373 -2.16398
C -2.18049 4.29667 2.99530
C 0.10919 -1.43418 -1.31429
C 5.83318 -0.37626 3.77351
C 4.09217 -1.00714 -4.67475
C -5.80704 3.23592 -3.04576
C -2.40239 3.21028 3.79853
C 5.88047 -0.48417 0.99781
C -1.66470 4.11536 1.70746
C 3.07124 -1.37626 -5.53665
C -3.27418 -0.65863 0.36862
C 1.81551 -2.29375 -3.69723
C 0.59188 -3.02094 -3.19236
C 3.96957 -1.28465 -3.31810
C 6.90487 0.16422 1.68318
C -0.38430 -2.88656 0.16134
C -4.21536 -2.68639 1.83687
C 4.81902 -1.03228 3.09112
C 1.93129 -2.00332 -5.05184
C 0.96147 0.54241 3.57314
C -4.86681 -2.19164 0.69646
C -3.02651 -2.10046 2.19792
C 5.84605 -0.51185 -0.46235
C 2.84220 -1.94130 -2.83718
C 1.53876 -1.21526 2.52411
H -6.73952 5.01134 -3.48734
H 3.52547 -2.70973 3.53491
H 0.73077 -4.10057 -3.16909
H -5.80074 -2.63549 0.37210
H 3.77000 -1.60327 4.89527
H -2.64615 3.47174 -1.82178
H -0.67582 -3.33812 1.09472
H 1.61026 -2.04083 1.83698
H 0.42590 1.42473 3.87489
H -7.64174 3.61299 -3.88443
H 5.81326 -0.31988 4.85480
H -2.22130 -0.08041 3.73311
H 1.13163 -2.26760 -5.73311
H -2.40778 5.29047 3.35723
H -4.53680 4.89316 -2.50284
H 4.97576 -0.49932 -5.03696
H -4.62692 -3.50350 2.40898
H 7.67343 0.70798 3.60233
H -6.79913 1.38070 -3.51912
H -1.02793 2.62988 0.30061
H 2.78167 -2.17467 -1.78226
H 4.07983 -1.62115 1.16073
H 7.70597 0.62872 1.12411
H 3.15552 -1.16078 -6.59278
H 0.28159 -0.51734 -1.85394
H -4.90770 -0.03436 -2.81739
H -0.27379 -2.79968 -3.81711
H -1.48972 4.94620 1.04113
H -2.80808 3.32195 4.79458
H -2.43433 -2.42149 3.04653
H -2.74886 0.95004 5.00172
*
```

## Properties
electronic energy	-77464.17144	eV
energy above the lowest of the compared OMol25 structures with the same formula, charge and spin	32.3	kJ/mol
orbital gap	5.76	eV
maximum force	0.19	eV/Å

Mulliken population analysis, charges in e, atoms 1 to 8: Ir 1.256; S 1.672; O -0.785; O -0.742; O -0.210; N -0.464; N -0.191; N 0.056